No. 1
C20H30ClN3S | ωB97M-V/def2-TZVPD

* calculated total energy: -49055.943 eV
* LUMO energy: 0.59 eV

ORCA input file:
```
! RIJCOSX wB97M-V def2-TZVPD def2/J DEFGRID3
* xyz 0 1
Cl 5.940 0.786 1.202
S 1.031 2.218 0.909
N 1.379 0.542 -1.157
N -2.714 0.120 -0.112
N -0.593 1.678 -1.080
C -6.326 0.363 0.536
C -5.912 1.409 -0.494
C 2.667 0.062 -0.938
C -1.026 -2.727 1.831
C -4.104 -0.251 -0.296
C -2.459 1.398 0.530
C 3.569 0.628 -0.043
C 0.603 1.442 -0.483
C -2.173 -1.787 1.471
C -0.337 -2.805 -0.579
C -1.781 -0.938 0.254
C 3.061 -1.046 -1.693
C 4.323 -1.584 -1.545
C -1.679 2.348 -0.407
C -1.492 -1.871 -0.928
C 5.224 -1.033 -0.649
C -5.001 -0.261 0.969
C -0.684 -3.635 0.654
C -4.814 0.704 -1.288
C 4.830 0.071 0.089
H -4.545 0.342 1.755
H -0.146 -2.138 2.102
H -6.955 -0.391 0.059
H -4.108 1.402 -1.731
H -6.741 1.726 -1.126
H -0.907 1.010 -1.771
H -6.878 0.790 1.372
H -3.392 1.893 0.795
H -5.140 -1.267 1.362
H 6.211 -1.447 -0.527
H 0.922 0.087 -1.940
H -2.337 2.749 -1.180
H 3.294 1.486 0.545
H -1.541 -4.275 0.429
H -5.515 2.292 0.011
H 4.610 -2.442 -2.133
H -3.065 -2.374 1.245
H 0.156 -4.281 0.914
H -1.875 1.266 1.447
H -1.265 3.173 0.175
H -1.257 -1.283 -1.819
H -2.375 -2.469 -1.159
H -5.262 0.124 -2.095
H 0.563 -2.219 -0.372
H -0.122 -3.465 -1.423
H -4.090 -1.254 -0.729
H -2.400 -1.135 2.317
H 2.369 -1.486 -2.398
H -1.301 -3.332 2.698
H -0.841 -0.438 0.508
*
```

***

No. 2
C20H30ClO2Sc | ωB97M-V/def2-TZVPD

* calculated total energy: -58543.986 eV
* LUMO energy: 0.41 eV

ORCA input file:
```
! RIJCOSX wB97M-V def2-TZVPD def2/J DEFGRID3
* xyz 0 1
Sc 0.053 0.092 -0.263
Cl 0.498 3.335 0.476
O 0.382 0.291 -7.574
O 0.368 0.612 -2.381
C 0.912 -2.126 -0.763
C 0.276 -0.330 -8.894
C 0.322 -2.243 0.538
C 1.195 1.792 0.712
C 1.537 -1.016 -9.361
C 0.324 1.596 -8.247
C 0.571 1.987 -2.885
C -1.934 1.575 0.089
C -1.848 -0.416 1.242
C 0.117 1.006 -9.641
C -2.268 -0.697 -0.097
C -0.918 -1.238 -9.047
C 2.157 -0.858 0.720
C -1.642 0.988 1.354
C 1.080 -1.446 1.446
C -0.269 0.625 -4.678
C 2.038 -1.244 -0.654
C 0.586 1.875 -4.397
C -0.015 -0.285 -3.495
C -2.305 0.539 -0.817
H -0.273 2.592 -2.533
H -0.526 -2.880 0.791
H -1.340 0.901 -4.710
H -1.766 -1.129 2.062
H -1.963 2.639 -0.146
H 0.002 0.162 -5.628
H -1.369 1.511 2.275
H 0.615 -2.683 -1.654
H 0.189 2.766 -4.891
H -0.504 2.211 -7.894
H -0.875 1.160 -10.077
H 2.187 1.822 0.249
H 2.941 -0.225 1.139
H 0.906 -1.346 2.521
H 2.376 -0.315 -9.345
H 1.248 1.589 1.789
H 1.500 2.387 -2.458
H -1.003 -1.556 -10.093
H 2.725 -0.976 -1.457
H 0.821 -0.967 -3.686
H -2.578 -1.668 -0.491
H -2.670 0.691 -1.835
H -0.902 -0.867 -3.198
H 1.614 1.696 -4.763
H 1.275 2.116 -8.103
H 0.932 1.213 -10.337
H -0.827 -2.145 -8.437
H 1.807 -1.877 -8.740
H 1.389 -1.369 -10.391
H -1.844 -0.732 -8.772
*
```

***

Computed values of maximum force (unit: eV Å⁻¹) for the preceding records, in sequence: 0.896 2.518.